# C21H28ClN2O3

A gas-phase ion, C21H28ClN2O3 (charge +1) (ωB97M-V/def2-TZVPD, the OMol25 dataset).

```
55
Properties=species:S:1:pos:R:3:forces:R:3
C -6.830 0.392 2.527 0.1 0.1 0.0
C -6.165 1.693 2.120 -0.6 -0.1 0.2
N -4.754 1.450 1.739 0.2 -0.3 0.1
H -4.714 0.773 0.969 0.1 0.1 0.2
H -4.223 1.042 2.545 -0.5 0.0 -0.5
C -3.973 2.661 1.365 0.6 0.5 -0.2
C -2.553 2.270 1.067 -0.1 -0.2 0.2
C -1.989 2.511 -0.175 0.2 -0.1 0.0
C -0.685 2.139 -0.497 0.0 -0.2 0.5
C 0.102 1.509 0.498 -0.5 0.4 0.0
C -0.467 1.259 1.743 0.1 0.0 -0.1
C -1.769 1.622 2.016 0.2 0.1 -0.2
Cl -2.422 1.248 3.601 0.2 0.1 0.2
H 0.115 0.768 2.507 0.0 -0.1 0.1
O 1.407 1.256 0.223 -0.1 0.1 0.0
C 2.021 0.111 0.770 -0.2 -0.2 0.0
H 2.092 0.157 1.864 0.0 0.0 -0.1
C 1.255 -1.157 0.348 0.5 0.2 0.3
O 0.091 -1.106 0.006 -0.2 -0.1 -0.3
N 1.979 -2.283 0.430 0.1 -0.2 0.2
H 2.972 -2.217 0.587 0.0 0.1 0.0
C 1.494 -3.543 -0.102 -0.3 0.0 -0.2
H 0.439 -3.634 0.164 0.1 -0.1 0.0
H 2.061 -4.346 0.371 -0.1 0.0 0.0
C 1.649 -3.599 -1.632 0.1 0.0 0.2
C 3.055 -3.249 -2.033 -0.2 -0.1 -0.1
C 3.381 -1.942 -2.378 0.0 0.0 0.0
C 4.684 -1.600 -2.695 0.0 0.1 0.0
C 5.679 -2.563 -2.669 0.1 0.0 0.0
C 5.364 -3.867 -2.327 0.1 0.0 0.0
C 4.061 -4.207 -2.008 0.0 0.1 0.0
H 3.818 -5.227 -1.746 0.0 -0.1 0.0
H 6.135 -4.623 -2.311 0.1 -0.1 0.0
H 6.694 -2.298 -2.919 0.1 0.0 0.0
H 4.922 -0.582 -2.967 0.0 0.1 0.0
H 2.605 -1.189 -2.408 -0.1 0.1 0.0
H 1.391 -4.603 -1.969 -0.1 0.0 0.0
H 0.948 -2.891 -2.077 0.0 -0.1 0.0
H 3.030 0.108 0.353 -0.1 -0.1 0.1
O -0.307 2.435 -1.748 -0.1 0.3 0.0
C 0.791 1.771 -2.374 0.5 -0.2 -0.5
C 0.708 2.075 -3.861 -0.1 0.0 0.5
H 0.758 3.147 -4.024 0.0 0.1 -0.1
H 1.535 1.598 -4.378 0.1 0.0 -0.1
H -0.228 1.704 -4.270 -0.1 0.0 -0.1
H 1.735 2.138 -1.959 -0.2 -0.1 0.0
H 0.712 0.693 -2.196 0.0 0.1 0.0
H -2.561 2.997 -0.948 -0.1 0.1 -0.1
H -4.427 3.139 0.496 -0.1 -0.1 0.1
H -4.011 3.350 2.212 -0.2 -0.1 0.0
H -6.173 2.402 2.950 0.1 0.0 -0.1
H -6.684 2.144 1.272 0.2 0.0 0.0
H -7.860 0.582 2.814 -0.1 0.0 0.0
H -6.839 -0.320 1.705 0.0 -0.1 -0.1
H -6.323 -0.057 3.377 0.0 -0.1 0.1
```
Forces are in eV/Å.

Computed properties:
- energy (Ha) = -1612.22512
- charge = +1
- E_LUMO (eV) = -2.4
- SMILES = CC[NH2+]Cc1cc(OCC)c(OCC(=O)NCCc2ccccc2)cc1Cl
- HOMO-LUMO gap (eV) = 8.54
- energy relative to the best compared isomer or geometry (same formula, charge and spin) (kcal/mol) = 5.83

# C24H31N3O6

A molecular structure, C24H31N3O6 in a non-equilibrium geometry (ωB97M-V/def2-TZVPD, the OMol25 dataset).

```
64
Properties=species:S:1:pos:R:3:forces:R:3
C -0.932 -0.437 2.586 -1.5 2.5 -3.1
H -0.535 -0.276 3.540 0.0 0.5 1.6
O -0.497 0.767 1.673 -6.2 -4.2 1.8
C 0.784 0.920 1.680 4.7 0.1 1.1
C 1.073 1.799 0.465 2.9 10.4 15.2
N 0.720 1.407 -0.668 -2.3 0.1 -3.4
C -0.264 1.850 -1.385 -1.6 3.0 -11.9
O -0.324 1.565 -2.810 0.3 0.3 7.4
C -1.203 3.055 -1.128 5.1 -1.9 8.9
N -2.104 2.347 -0.208 -6.2 6.8 -7.2
C -3.492 2.512 -0.591 0.7 -4.5 -2.3
O -3.971 2.988 -1.690 2.2 -0.9 5.2
C -4.278 1.300 0.129 2.5 3.7 2.0
C -5.607 1.269 0.108 0.2 -2.3 -0.5
C -5.992 0.319 1.016 7.8 1.1 4.8
C -4.920 0.151 2.012 -0.7 1.4 -6.2
O -3.794 0.707 1.405 -1.7 1.1 -1.9
H -4.695 -0.420 2.868 -0.2 -0.6 0.8
H -6.836 0.008 1.272 -7.4 -2.5 1.5
H -6.281 1.577 -0.607 -0.8 1.2 -1.6
H -1.870 1.812 0.482 1.8 -3.9 5.4
H -1.804 3.527 -1.743 -2.1 1.4 -4.4
H -0.662 3.967 -0.452 -1.0 -2.3 -2.0
C 1.501 0.400 -1.049 3.2 -4.4 -8.4
C 2.986 0.556 -0.971 -4.1 -12.1 7.0
C 3.660 -0.586 0.025 -3.6 -1.3 -1.5
C 4.910 -0.698 0.435 2.6 5.1 0.4
C 5.700 0.752 0.048 2.6 -10.3 5.8
C 4.999 1.556 -0.587 6.8 8.2 -3.4
C 3.801 1.445 -1.028 -3.3 10.3 -7.2
H 3.342 2.371 -1.762 1.5 -1.8 2.1
H 5.649 2.415 -1.108 -1.4 -1.4 1.6
O 6.995 0.831 0.446 -0.1 0.2 -0.8
C 7.594 -0.321 1.169 0.3 4.7 0.9
H 8.599 0.106 1.340 -0.1 -0.6 -0.4
H 7.179 -0.124 2.204 -0.1 -2.1 -1.1
H 7.676 -1.147 0.496 -0.6 -1.1 0.5
H 5.318 -1.293 1.293 -0.7 0.2 -1.4
H 2.988 -1.433 0.338 0.5 1.1 -0.4
H 1.480 0.606 -2.219 -0.6 -1.3 1.5
C 0.798 -0.993 -0.773 -4.7 1.5 -2.9
O 0.718 -1.537 0.296 0.7 -0.7 -0.7
N -0.297 -1.160 -1.863 5.3 0.5 4.0
H -0.337 -0.522 -2.560 1.0 3.0 -2.3
C -1.467 -1.920 -1.869 5.6 -3.8 5.5
H -1.617 -2.103 -2.823 -2.3 -0.3 -4.6
C -2.356 -1.532 -0.795 -6.2 1.2 -3.0
C -2.915 -2.788 -0.087 -6.6 12.2 7.0
H -4.108 -2.531 -0.246 2.3 -0.9 1.4
C -2.612 -3.795 -0.809 7.2 -9.7 -6.6
H -2.423 -4.698 -0.274 -0.3 -1.1 0.2
H -3.065 -4.044 -1.788 -0.4 0.5 0.8
C -0.907 -3.340 -1.393 -4.4 0.2 6.1
H -0.588 -4.117 -1.965 1.0 -1.6 -2.5
H -0.306 -3.433 -0.322 -1.5 0.9 -3.1
H -2.684 -2.568 1.127 -0.4 -1.6 -3.2
H -1.992 -0.810 -0.192 1.8 2.0 2.1
H -3.269 -0.849 -1.334 2.0 -1.8 1.4
H 0.493 2.972 0.825 1.5 -3.5 -1.3
H 2.258 2.215 0.985 -2.6 -1.2 -3.1
H 1.357 -0.043 1.451 -0.5 1.1 1.1
H 1.075 1.360 2.773 0.4 -0.5 -2.6
H -2.013 -0.547 2.377 0.4 0.9 1.1
H -0.634 -1.367 2.232 1.7 -1.4 -1.1
```
Forces are in eV/Å.

Computed properties:
- energy (Ha) = -1547.98830
- E_LUMO (eV) = 0.0
- HOMO-LUMO gap (eV) = 8.17
- energy relative to the best compared isomer or geometry (same formula, charge and spin) (kcal/mol) = 555.54

# C14H10F5NSTi

A molecular structure, C14H10F5NSTi in a non-equilibrium geometry (ωB97M-V/def2-TZVPD, the OMol25 dataset).

```
32
Properties=species:S:1:pos:R:3:forces:R:3
C 1.026 -1.227 -3.058 -0.8 -0.7 0.4
C -0.390 -1.131 -3.290 0.5 -0.6 0.5
C -1.067 -1.759 -2.191 0.8 -0.2 -0.3
C -0.074 -2.241 -1.271 0.4 -0.1 -1.4
C 1.222 -1.923 -1.810 -1.0 -0.3 -0.6
Ti 0.183 0.156 -1.352 0.9 -0.6 0.7
C -1.639 1.606 -1.973 -1.5 0.1 0.6
C -0.465 1.867 -2.571 0.9 1.0 -1.7
C 0.408 2.435 -3.399 0.1 -0.3 0.5
N 1.703 0.859 -0.991 -0.4 0.5 0.8
H -2.141 -1.901 -2.101 0.3 0.2 0.1
H -0.858 -0.704 -4.176 0.2 0.0 0.4
H -0.264 -2.859 -0.395 0.1 0.6 -0.1
H 2.184 -2.221 -1.384 -0.5 0.4 -0.1
H 1.807 -0.870 -3.732 -0.3 0.0 0.4
H -2.433 0.999 -2.442 0.7 0.0 0.2
H 2.518 1.235 -0.526 0.2 0.0 -0.2
H -1.995 2.172 -1.097 0.4 -0.2 -0.5
H 0.147 3.182 -4.157 -0.2 -0.1 0.4
H 1.468 2.158 -3.304 -0.6 0.1 -0.3
F 0.309 0.070 6.508 0.1 0.0 -0.2
C 0.134 0.047 5.172 0.0 0.0 -0.4
C -0.047 1.238 4.463 0.0 -0.1 -0.1
F 0.019 2.416 5.120 0.0 -0.3 -0.1
C -0.296 1.204 3.096 0.1 -0.5 -0.2
F -0.412 2.360 2.403 -0.1 -0.6 0.7
C -0.424 -0.022 2.406 0.7 0.0 0.9
S -1.075 -0.087 0.832 -0.8 0.1 -0.8
C -0.102 -1.201 3.120 0.0 0.5 -0.1
F -0.033 -2.378 2.450 -0.2 0.6 0.6
C 0.159 -1.171 4.486 -0.1 0.1 -0.1
F 0.429 -2.309 5.164 -0.1 0.3 -0.1
```
Forces are in eV/Å.

Computed properties:
- 2S+1 = 2
- energy (Ha) = -2341.18784
- charge = -1
- E_LUMO (alpha / beta) (eV) = 2.9 / 2.9
- HOMO-LUMO gap (alpha / beta) (eV) = 6.03 / 7.34

# C3H8NO

A gas-phase ion, C3H8NO (charge +2) in a non-equilibrium geometry (ωB97M-V/def2-TZVPD, the OMol25 dataset).

```
13
Properties=species:S:1:pos:R:3:forces:R:3
O -0.072 -0.023 2.078 0.3 0.0 0.7
C 0.981 -0.227 1.587 0.3 0.3 -1.8
C 0.965 -0.438 -0.010 -1.9 -0.8 -1.1
N -0.531 -0.491 -0.503 2.2 0.1 0.6
C -1.048 0.912 -0.790 -1.1 -0.3 1.0
H 2.003 -0.238 2.029 -0.1 0.0 0.5
H 1.405 -1.424 -0.250 0.2 0.4 0.5
H 1.451 0.380 -0.575 0.2 -0.2 0.8
H -1.013 -1.017 0.232 -0.8 0.2 -0.3
H -0.584 -1.092 -1.334 0.2 0.1 -0.1
H -1.727 0.887 -1.638 0.2 0.0 -0.1
H -1.626 1.195 0.099 0.2 0.2 -0.3
H -0.204 1.577 -0.926 0.0 0.1 -0.3
```
Forces are in eV/Å.

Computed properties:
- 2S+1 = 2
- energy (Ha) = -248.25161
- charge = +2
- E_LUMO (alpha / beta) (eV) = -11.5 / -15.5
- HOMO-LUMO gap (alpha / beta) (eV) = 12.04 / 8.13
- energy relative to the best compared isomer or geometry (same formula, charge and spin) (kcal/mol) = 35.90

# C4H12N2

2 unconnected molecules or ions with the total composition C4H12N2 in a non-equilibrium geometry (ωB97M-V/def2-TZVPD, the OMol25 dataset).

```
18
Properties=species:S:1:pos:R:3:forces:R:3
C -1.158 1.646 -0.949 3.6 1.9 -0.4
N -1.463 1.580 -2.426 -1.8 1.1 3.2
C -2.782 0.944 -2.593 2.9 -2.6 -1.9
H -0.528 0.846 -0.580 0.2 -0.8 -0.3
H -0.444 2.563 -0.678 -1.6 -1.5 -0.9
H -1.922 1.679 -0.191 -1.1 0.2 -0.7
H -0.718 1.207 -2.990 -0.1 -0.4 0.2
H -3.110 1.188 -3.586 -0.6 0.0 -0.4
H -3.490 1.143 -1.864 -1.1 1.2 1.4
H -2.663 -0.187 -2.522 -0.3 0.9 -0.3
C 2.161 -2.380 1.790 -0.1 -1.5 -0.2
C 2.739 -0.496 2.962 0.0 -0.8 -5.7
N 3.057 -1.212 1.826 -2.4 2.9 3.9
H 2.597 -3.397 1.907 0.2 0.7 -0.4
H 1.662 -2.315 0.794 0.5 -0.2 0.6
H 1.317 -2.349 2.501 0.4 0.2 0.0
H 2.373 0.570 2.807 2.1 -0.8 0.7
H 2.376 -1.031 3.793 -0.8 -0.5 1.1
```
Forces are in eV/Å.

Computed properties:
- energy (Ha) = -268.96244
- E_LUMO (eV) = 0.2
- SMILES = C=NC.CNC
- HOMO-LUMO gap (eV) = 8.72
- energy relative to the best compared isomer or geometry (same formula, charge and spin) (kcal/mol) = 96.58

# C6H12F3NO7P

2 unconnected molecules or ions with the total composition C6H12F3NO7P (ωB97M-V/def2-TZVPD, the OMol25 dataset).

```
30
Properties=species:S:1:pos:R:3:forces:R:3
N -1.566 0.882 1.161 0.1 0.2 -0.1
C -1.909 1.191 -0.205 -0.7 -0.5 0.1
O -0.982 2.054 -0.836 0.5 -0.3 0.1
C -0.402 3.034 -0.061 -0.2 0.3 0.1
O 0.726 2.989 0.301 0.1 0.0 -0.2
P -3.576 1.992 -0.259 0.2 0.5 -0.2
O -3.499 3.456 -0.416 -0.1 0.0 0.2
O -4.406 1.488 1.007 -0.1 -0.1 -0.2
O -4.397 1.263 -1.433 0.1 -0.1 0.2
H -0.616 0.443 1.160 0.4 0.0 0.0
H -2.167 0.117 1.453 -0.1 0.1 0.1
H -1.957 0.300 -0.844 0.2 0.1 -0.2
H -1.069 3.892 0.103 -0.1 -0.1 0.1
H -4.274 2.113 1.728 0.1 0.0 0.1
H -4.122 1.660 -2.268 -0.1 0.0 -0.1
C 3.764 -2.787 0.267 -0.1 0.0 0.0
C 3.518 -1.305 0.543 0.3 0.3 0.2
O 2.703 -0.638 -0.390 -0.1 -0.5 -0.3
C 1.259 -0.712 -0.184 0.0 0.3 0.1
O 0.850 -0.502 1.036 -0.2 -0.1 0.1
C 0.692 -2.055 -0.734 0.1 -0.1 -0.2
F 1.274 -2.482 -1.884 0.0 0.0 0.0
F -0.626 -1.883 -1.040 0.0 0.0 0.0
F 0.735 -3.097 0.116 0.0 0.0 0.0
H 3.926 -2.952 -0.800 0.1 0.0 0.0
H 4.651 -3.119 0.814 0.0 0.0 0.0
H 2.931 -3.409 0.584 0.0 0.0 0.0
H 4.485 -0.792 0.485 0.0 0.0 0.0
H 3.135 -1.152 1.557 -0.1 -0.1 0.0
H 0.921 0.010 -0.963 0.0 0.1 0.1
```
Forces are in eV/Å.

Computed properties:
- energy (Ha) = -1458.36557
- charge = -1
- E_LUMO (eV) = 2.7
- HOMO-LUMO gap (eV) = 7.20